{"formula": "C33H84ClN9O22P3", "method": "ωB97M-V/def2-TZVPD", "symbols": ["H", "H", "H", "H", "H", "H", "C", "H", "H", "C", "P", "O", "H", "H", "H", "H", "C", "C", "H", "C", "H", "C", "C", "C", "H", "C", "O", "N", "H", "C", "C", "H", "H", "H", "C", "H", "H", "H", "C", "O", "O", "H", "N", "O", "H", "H", "Cl", "O", "H", "C", "H", "C", "C", "H", "H", "H", "H", "O", "O", "H", "H", "C", "H", "O", "H", "H", "H", "H", "H", "H", "N", "H", "O", "H", "H", "O", "P", "H", "C", "C", "H", "H", "H", "H", "H", "O", "H", "H", "O", "O", "H", "H", "H", "C", "N", "H", "C", "O", "H", "H", "O", "O", "H", "H", "H", "N", "C", "C", "O", "C", "O", "H", "C", "H", "H", "H", "H", "C", "H", "N", "H", "H", "H", "C", "C", "O", "H", "H", "O", "H", "O", "H", "C", "N", "H", "N", "H", "H", "P", "H", "C", "H", "H", "H", "C", "C", "H", "H", "N", "H", "C", "H"], "xyz": [[4.388, 0.975, -3.343], [-1.828, -4.013, 5.365], [-1.124, -1.800, 0.872], [-2.601, -0.743, -0.246], [2.793, 0.370, 4.184], [0.336, -4.972, 1.478], [-1.234, 1.684, 2.623], [-2.945, -2.960, 6.149], [3.313, -4.968, 3.394], [3.114, -3.560, 1.243], [1.437, 0.190, -2.958], [-0.078, 1.062, -0.003], [-2.162, -2.560, -2.822], [4.072, -0.767, -3.242], [2.749, -0.459, 5.705], [-1.249, -4.226, 0.900], [2.290, 0.775, -5.559], [2.041, 5.062, -2.007], [-2.174, -2.788, 1.719], [2.230, 1.504, 4.780], [-2.350, -1.974, 0.899], [0.310, -0.565, 4.820], [-3.150, -1.443, 0.384], [3.601, 3.221, -1.971], [-0.483, 3.071, -5.631], [4.013, 0.109, -3.889], [-3.402, 2.062, -2.976], [2.614, 0.365, -4.186], [2.687, 2.447, 2.279], [0.591, -1.971, -4.504], [0.303, 2.508, -3.947], [-1.994, 1.345, -3.485], [2.367, 1.839, -5.784], [-1.970, -1.160, -1.789], [-4.568, -5.557, -1.447], [0.555, -0.118, 5.783], [1.221, 0.693, -5.758], [2.586, 5.812, -1.434], [-3.087, -0.021, 2.318], [-2.420, 2.497, -4.932], [-1.963, -1.024, 4.442], [4.601, 0.021, -4.802], [0.951, -1.437, -3.183], [-0.774, -2.649, -1.277], [2.713, -4.523, 0.927], [1.624, 6.129, 1.974], [-1.425, 0.654, 0.040], [0.567, -3.083, 0.511], [2.875, 6.034, 0.793], [-3.300, 1.944, -1.615], [-0.789, -1.585, -3.053], [-1.556, 3.211, -5.767], [-2.789, -1.709, 3.854], [-4.107, 1.340, -1.200], [3.344, 3.982, 2.732], [2.222, 5.112, -3.081], [3.546, -1.156, 4.349], [-3.517, -1.248, 2.879], [1.896, 0.532, -1.531], [-1.727, 2.990, -6.820], [1.301, 2.873, -3.700], [-1.358, -2.088, 1.897], [0.972, 5.264, -1.952], [-3.292, -2.900, 4.135], [-3.323, 0.840, 2.944], [-3.536, 0.039, 1.326], [-1.874, 2.210, 3.332], [1.777, 2.478, 4.963], [2.649, -2.465, -2.686], [3.733, 2.214, -1.574], [1.896, 4.100, 1.097], [0.226, -2.993, -4.598], [1.558, -0.943, 1.520], [-0.222, -1.334, -4.851], [3.967, -3.583, 4.157], [-1.836, 3.804, -3.091], [1.400, 3.083, -0.238], [1.656, -2.122, -1.341], [-0.516, -3.897, 3.401], [-1.429, -1.979, -2.263], [-1.683, 0.750, 2.284], [-0.022, 0.306, 4.254], [0.037, 2.839, -2.744], [4.413, 3.937, -1.842], [-3.470, -4.527, 5.376], [-2.183, 1.706, 0.636], [1.052, -3.411, -2.488], [-0.394, 3.082, -3.336], [-4.493, -4.150, -1.251], [0.759, -1.036, -0.550], [2.875, -2.812, 0.487], [-4.683, -5.842, -2.493], [-5.460, -5.823, -0.881], [-0.720, 2.888, -1.961], [-0.179, -2.739, 2.565], [-3.390, 2.984, -1.301], [1.607, -2.480, -2.369], [-2.012, 0.206, -1.188], [-2.320, 1.568, -1.320], [1.436, -1.770, -5.163], [1.631, 1.659, 0.057], [-0.097, 1.456, 3.368], [3.806, 3.134, -3.038], [-0.114, -4.834, -0.187], [-1.636, 3.362, -2.313], [2.521, -3.185, 2.564], [2.950, 3.427, 1.881], [-1.187, 0.868, -2.928], [-2.403, -4.080, -0.314], [1.912, 5.603, 1.064], [1.135, 1.040, 1.412], [4.200, -3.528, 1.163], [0.233, -2.163, -0.479], [-1.518, -4.261, 3.176], [1.230, 6.011, 0.318], [-1.749, -1.368, 2.616], [1.548, 0.906, 5.385], [3.051, -3.955, 3.698], [3.796, 3.426, 1.193], [2.320, 3.727, -1.579], [0.141, 2.679, -5.011], [2.693, 0.051, -6.266], [-3.810, -6.239, -1.061], [-0.170, -4.315, 0.770], [1.051, 1.228, 2.649], [-3.990, -2.297, -0.350], [-1.302, 1.292, -1.930], [-1.208, 2.315, 1.735], [2.262, 1.278, 3.380], [-0.607, 4.134, 1.184], [-1.346, -0.482, 0.863], [-1.583, 2.758, 0.752], [-2.485, 2.886, -3.627], [-0.198, 3.494, -0.732], [-0.617, -3.649, 4.457], [0.109, 1.138, -3.529], [-1.085, 1.876, -1.788], [3.243, 1.479, 5.181], [1.357, -1.923, 2.633], [-1.914, 4.385, 0.050], [2.644, -0.613, 4.631], [-2.059, -0.060, 1.958], [-3.665, -0.924, 1.192], [-1.788, 4.276, -5.771], [-3.491, -3.532, -0.629], [-2.849, -3.635, 5.299], [0.208, -4.712, 3.363], [-1.349, -0.200, -2.781], [1.426, -1.254, 4.207], [2.299, -3.843, 4.478], [-1.147, 3.674, 0.356], [-0.502, -1.283, 4.933]], "forces_ev_per_a": [[0.494, -0.141, 0.164], [-0.263, 0.428, -0.661], [1.726, -2.771, 2.138], [-3.846, -3.035, 0.009], [1.906, -5.714, 0.133], [0.296, 0.777, 0.014], [0.426, 1.667, 0.921], [-0.328, -0.216, 0.207], [-0.631, -0.284, 0.068], [-0.528, 1.153, 0.241], [0.868, 0.526, 1.764], [-8.085, -0.449, -4.911], [-0.104, -1.062, 0.590], [0.415, -0.052, -0.140], [-0.432, -0.906, 0.337], [1.260, 0.255, 0.809], [-1.308, -0.579, 0.606], [-0.561, -0.058, -0.661], [1.001, -1.884, 2.243], [-2.332, 5.585, 2.277], [-3.859, 0.233, -3.150], [-0.727, -1.765, 0.531], [-1.240, -1.505, -2.007], [0.340, -0.208, -0.226], [-2.515, 1.132, -1.637], [-0.555, 0.740, 0.642], [-0.816, 1.599, -3.675], [-1.104, 0.819, -1.001], [0.526, 1.069, -1.164], [0.452, 2.264, -0.311], [3.820, -2.321, -6.760], [1.809, -2.000, 0.164], [1.223, 0.128, -0.135], [0.081, -2.026, -1.101], [-0.544, -0.685, 0.575], [0.116, -0.977, 0.565], [-0.304, -0.475, 0.476], [0.231, 0.287, -0.346], [-3.289, 2.130, 2.957], [0.406, -0.176, -0.162], [-3.842, -1.570, -0.107], [-0.152, -0.334, -0.022], [0.546, -0.605, 0.130], [2.465, -1.688, 2.162], [0.194, -0.137, -0.086], [-0.084, -0.662, 0.573], [5.379, 1.409, 0.417], [0.106, 0.279, -3.461], [0.499, -0.294, -0.046], [-0.913, 3.796, 1.526], [-0.588, -0.663, 1.138], [-1.236, 1.917, -2.522], [-1.145, 1.614, 2.441], [0.039, -0.068, -0.368], [-0.623, 0.653, 0.193], [0.571, 0.380, -0.233], [0.064, -0.750, -0.293], [-2.627, 0.547, 0.342], [1.022, -2.131, -7.917], [-0.591, -0.812, 0.100], [0.218, 0.062, 0.156], [4.055, -6.522, 4.882], [-0.039, 0.053, 0.448], [0.924, -1.671, 0.641], [-0.236, -0.581, 0.321], [-0.554, 3.449, 2.173], [-0.541, -0.205, 0.031], [0.322, 1.020, -0.417], [0.327, -1.136, -0.321], [0.307, 0.263, 0.398], [-1.486, 0.543, 0.246], [0.359, -0.071, 0.750], [0.905, -4.454, 3.283], [-0.177, 0.037, -0.458], [0.338, 0.555, -0.278], [-9.130, 7.824, -14.085], [0.739, 1.695, -1.447], [1.340, -0.885, -1.481], [0.407, 1.166, 0.813], [-1.931, 0.987, -1.699], [2.913, 4.135, 2.658], [-0.238, -1.831, 1.090], [2.096, -0.630, 9.352], [0.399, 0.111, 1.431], [-0.390, 0.420, -0.046], [-7.354, -6.038, -2.949], [0.553, -0.060, -0.076], [-1.287, 2.283, -7.451], [0.068, -0.446, -0.856], [-4.249, -5.238, 0.639], [-0.507, -0.050, 0.253], [-0.137, 0.560, -0.089], [-0.247, -0.260, -0.342], [7.648, 1.022, 14.286], [-0.530, 0.481, 2.428], [-0.408, 0.167, 1.093], [1.748, 0.875, -1.279], [-0.397, -3.339, 5.230], [-4.675, 3.352, -1.019], [0.075, -0.516, -0.466], [8.551, 10.793, -7.077], [2.867, 3.056, -0.456], [-1.192, -0.364, -0.924], [-0.035, -0.364, -0.186], [1.692, -2.731, 10.578], [0.942, 0.047, -0.293], [0.755, 0.937, -0.962], [1.983, -3.891, -4.935], [-5.334, 1.689, -1.421], [-0.161, -0.915, -0.572], [-1.684, -2.929, 19.103], [0.307, -0.406, 0.913], [-0.935, 1.904, 1.312], [0.227, -0.161, -0.584], [-0.214, -0.472, -0.080], [2.337, -0.519, -2.286], [0.822, 0.617, -0.514], [-0.700, 1.000, -0.161], [0.650, -0.749, 0.129], [-1.045, -0.521, 0.352], [2.988, -2.008, 2.131], [0.690, 0.497, -0.246], [0.725, 0.890, 0.278], [0.717, -0.808, -2.521], [0.572, -0.073, -4.444], [0.213, -2.871, -1.071], [-1.746, -11.640, -6.357], [2.693, -0.178, 3.737], [-3.388, 2.624, -1.691], [0.093, 0.528, 0.023], [2.991, 5.612, -2.004], [1.269, 4.586, -1.782], [-4.447, 0.941, -2.554], [1.720, 0.831, 0.555], [0.761, 0.333, -0.016], [0.675, -1.455, -0.247], [5.026, 12.079, 3.080], [-0.225, 0.551, 0.071], [-0.289, 0.178, -0.638], [-0.343, 0.131, -0.125], [3.154, -3.528, 0.077], [-2.977, -2.580, 1.447], [-1.351, -4.283, -3.637], [0.066, 0.335, 0.607], [1.124, -0.599, 1.404], [-0.409, 0.533, 0.863], [0.126, -0.001, -0.212], [0.558, 1.269, -2.053], [1.472, -0.677, 0.062], [0.036, -0.749, 0.221], [1.687, 3.567, 0.375], [1.642, 0.430, 0.540]], "lumo_energy_ev": 2.422, "total_charge": -1, "e_above_lowest_kcal_mol": 1668.43, "homo_energy_ha": -0.1128, "multiplicity": 1}